{"formula": "C19H34CeN3O5P2", "method": "the ωB97M-V functional and the def2-TZVPD basis", "multiplicity": 1, "de_lowest_ev": 3.146, "charge": 3, "homo_ev": -16.9, "lumo_energy_ev": -13.66, "species": ["Ce", "P", "C", "C", "N", "C", "C", "C", "C", "C", "P", "H", "H", "H", "H", "H", "H", "H", "H", "O", "H", "H", "O", "H", "C", "H", "H", "H", "C", "H", "H", "H", "C", "H", "H", "H", "C", "H", "H", "H", "C", "C", "C", "C", "C", "C", "O", "N", "C", "O", "N", "C", "O", "H", "H", "H", "H", "H", "H", "H", "H", "H", "H", "H"], "coordinates": [[0.13299, 0.25457, 0.60992], [2.07234, 0.81325, -1.33326], [0.92671, 1.50691, -2.52161], [-0.40789, 1.04467, -2.69331], [-1.08310, 0.41156, -1.64929], [-2.34475, -0.02858, -1.86260], [-2.97455, 0.08656, -3.10511], [-2.32621, 0.76157, -4.14677], [-1.05810, 1.26938, -3.93336], [-3.13654, -0.72447, -0.74572], [-2.61329, -0.25522, 0.94540], [-0.54152, 1.80814, -4.72082], [-3.94384, -0.39135, -3.23856], [-2.82172, 0.86081, -5.10254], [-4.20058, -0.43610, -0.82855], [-3.07961, -1.82150, -0.84407], [0.10599, 3.68254, -2.02744], [1.27363, 2.18223, -3.31697], [-0.37425, 3.57930, 0.02973], [-0.03236, 4.33953, -1.32440], [-0.24390, 5.18886, -1.77672], [1.17185, 1.38135, 1.56121], [-0.64070, 2.96779, 0.79330], [-1.33379, 3.53862, 1.22508], [-3.71518, 1.14632, 1.24250], [-4.76596, 0.80806, 1.21757], [-3.48567, 1.57435, 2.23700], [-3.57112, 1.90511, 0.45302], [-3.38243, -1.55792, 1.90044], [-3.07617, -1.44244, 2.95075], [-4.48251, -1.57174, 1.85335], [-3.00533, -2.53894, 1.57712], [3.21651, -0.24249, -2.26684], [3.71165, 0.32405, -3.07258], [3.96549, -0.67439, -1.58018], [2.64941, -1.09087, -2.67667], [3.07006, 2.28589, -0.87530], [3.84065, 1.96928, -0.14530], [3.52823, 2.70208, -1.78869], [2.39487, 3.01924, -0.39886], [4.82399, -3.04331, 0.90249], [3.83490, -3.63103, 1.89748], [2.55400, -4.24742, 1.29766], [2.83447, -5.60477, 0.59779], [3.83333, -5.62492, -0.53576], [1.55650, -4.51825, 2.42685], [1.23156, -5.57162, 2.93967], [1.05993, -3.28565, 2.90147], [0.89635, -2.12348, 2.17364], [0.28163, -1.09121, 2.64775], [1.32522, -2.05762, 0.90360], [1.86121, -3.22852, 0.37067], [1.85529, -3.35321, -0.85299], [5.30649, -3.81166, 0.29118], [5.63234, -2.57249, 1.46866], [4.38627, -2.28274, 0.23858], [4.31830, -4.46620, 2.42006], [3.55816, -2.87437, 2.64387], [3.21219, -6.24734, 1.40535], [1.86382, -6.00829, 0.26815], [4.87337, -5.59839, -0.19217], [3.69890, -6.58457, -1.03903], [3.62898, -4.81505, -1.24777], [0.46460, -3.34974, 3.73358]], "forces_ev_per_a": [[0.5, -2.4, 3.4], [1.7, 0.7, 0.8], [-1.4, -1.1, -1.9], [0.3, 0.6, 0.4], [-1.0, -0.5, -0.7], [1.3, -0.4, 1.9], [0.5, 0.6, -1.8], [-1.0, -0.8, 0.4], [0.3, 0.3, 0.1], [0.2, 0.5, -0.7], [-1.6, -0.1, 0.0], [0.0, 0.0, 0.0], [0.1, 0.3, -0.1], [0.1, 0.1, -0.1], [0.4, -0.3, -0.2], [0.1, 0.3, -0.2], [-0.2, 0.8, 0.2], [0.0, 0.0, 0.3], [-0.2, -0.6, 0.8], [0.1, 0.2, -1.1], [0.2, -0.6, 0.5], [0.7, 0.6, 0.2], [-0.7, 0.7, -0.5], [0.9, -1.1, -0.2], [0.0, 0.7, 0.1], [0.4, 0.1, 0.1], [-0.3, -0.1, -0.5], [0.0, -0.1, 0.5], [0.3, -0.9, 0.8], [-0.2, 0.0, -0.2], [0.4, 0.2, -0.2], [-0.1, 0.2, 0.1], [-0.2, -0.7, -0.9], [-0.2, -0.2, 0.3], [-0.4, 0.4, 0.0], [0.2, 0.2, 0.0], [-0.3, 0.0, -0.1], [-0.3, 0.2, -0.4], [0.0, 0.0, 0.5], [0.5, -0.1, -0.2], [0.5, 0.1, 0.0], [0.0, 0.0, 0.3], [-0.7, -0.8, -0.6], [-0.4, 0.3, 0.6], [0.0, -0.1, -0.5], [0.4, -1.2, 0.3], [0.6, 2.1, -0.9], [-1.9, 1.7, 1.0], [0.4, -1.1, 0.1], [0.0, 0.1, -1.1], [-0.8, 1.2, 0.7], [0.8, -0.3, -2.6], [-0.1, 0.3, 1.5], [-0.3, 0.4, 0.1], [-0.1, 0.1, -0.1], [0.0, -0.2, 0.1], [0.0, 0.3, 0.1], [0.2, -0.2, -0.1], [-0.4, 0.0, -0.2], [0.4, 0.0, 0.1], [-0.3, 0.0, -0.1], [0.1, 0.1, -0.2], [0.3, -0.4, 0.1], [0.4, 0.0, -0.2]]}